Record 1
{
  "formula": "C3H9N2",
  "method": "the ωB97M-V functional and the def2-TZVPD basis",
  "symbols": ["C", "C", "C", "N", "N", "H", "H", "H", "H", "H", "H", "H", "H", "H"],
  "xyz": [[5.62, 0.12, -1.78], [5.52, -0.02, -0.39], [6.63, 0.52, 0.44], [6.70, -0.28, 1.63], [4.53, -0.58, 0.28], [4.88, -0.28, -2.45], [6.54, 0.57, -2.21], [7.57, 0.49, -0.13], [-35.34, -0.56, -0.19], [7.02, 0.15, 2.45], [6.48, 1.53, 0.70], [3.80, -0.96, -0.32], [5.78, -0.64, 1.77], [-35.74, -0.06, 0.21]],
  "nbo_charge": [0.1362, 0.0632, -0.2902, -0.7017, -0.3155, 0.2308, 0.2433, 0.2226, -0.0003, 0.3952, 0.2541, 0.3724, 0.3896, 0.0003],
  "multiplicity": 1,
  "energy_ha": -228.7684,
  "charge": 1,
  "relative_energy_kj_mol": 573.5,
  "gap_ev": 5.24
}

Record 2
{
  "formula": "C23H34BrN3O5STbTe",
  "method": "the ωB97M-V functional and the def2-TZVPD basis",
  "symbols": ["Tb", "C", "N", "C", "C", "O", "C", "O", "C", "C", "O", "N", "C", "C", "H", "H", "H", "H", "H", "H", "H", "H", "H", "H", "H", "H", "H", "H", "H", "H", "Br", "C", "C", "C", "C", "C", "C", "C", "C", "C", "C", "H", "H", "H", "H", "H", "H", "N", "C", "C", "C", "O", "O", "H", "H", "H", "H", "H", "H", "S", "C", "Te", "C", "H", "H", "H", "H", "H", "H"],
  "xyz": [[0.18, -0.43, -0.05], [-4.46, -0.99, 2.42], [-3.69, -1.88, 1.60], [-3.75, -3.33, 1.87], [-2.58, -1.42, 0.77], [-1.35, -1.46, 1.34], [-2.49, -2.36, -0.46], [-1.29, -1.84, -1.28], [-1.49, -1.54, -2.66], [-1.02, -0.10, -2.88], [-0.32, 0.53, -2.05], [-1.42, 0.46, -4.04], [-2.06, -0.25, -5.13], [-0.95, 1.81, -4.30], [-5.35, -1.49, 2.87], [-4.73, -0.15, 1.78], [-3.84, -0.56, 3.23], [-4.31, -3.52, 2.79], [-2.73, -3.78, 1.95], [-4.25, -3.82, 1.03], [-3.35, -2.34, -1.09], [-2.17, -3.36, -0.17], [-2.56, -1.60, -2.83], [-1.01, -2.23, -3.37], [-2.11, -1.32, -4.96], [-1.50, -0.04, -6.06], [-3.10, 0.10, -5.24], [-0.80, 2.29, -3.33], [-1.68, 2.34, -4.91], [0.05, 1.79, -4.80], [2.22, -1.30, -2.47], [3.54, -0.22, -1.60], [4.87, -0.56, -1.89], [5.91, 0.32, -1.68], [5.63, 1.54, -1.13], [4.34, 1.92, -0.63], [4.11, 3.20, -0.03], [2.83, 3.56, 0.35], [1.78, 2.64, 0.14], [1.97, 1.39, -0.36], [3.21, 1.03, -0.90], [5.02, -1.50, -2.40], [6.95, 0.06, -1.93], [6.38, 2.33, -0.95], [4.94, 3.89, 0.16], [2.61, 4.55, 0.78], [0.76, 2.90, 0.41], [1.32, -0.37, 2.51], [2.13, -1.45, 3.05], [1.60, -2.87, 2.80], [1.08, -3.20, 1.39], [0.56, -4.31, 1.19], [1.22, -2.28, 0.45], [1.62, 0.52, 2.89], [0.38, -0.50, 2.88], [2.23, -1.38, 4.14], [3.13, -1.42, 2.63], [0.82, -3.14, 3.50], [2.43, -3.54, 3.01], [-2.98, 0.35, 0.16], [-2.20, 3.50, 1.24], [-1.86, 1.61, 2.08], [-0.54, 2.80, 3.57], [-2.58, 4.16, 2.01], [-2.94, 3.38, 0.46], [-1.27, 3.95, 0.82], [-0.06, 3.66, 3.06], [0.23, 2.10, 3.90], [-1.23, 3.14, 4.36]],
  "mulliken_charge": [-0.2634, -0.9619, 0.3701, -0.9914, -0.1337, -0.5784, -0.8698, 0.0338, -0.8986, 0.5464, -0.0185, 0.2974, -1.1060, -1.0413, 0.4202, 0.3321, 0.2062, 0.3991, 0.2778, 0.2419, 0.3104, 0.3727, 0.5552, 0.4002, 0.4050, 0.3696, 0.3048, 0.2699, 0.3924, 0.2919, -0.1354, 0.7407, -0.6763, -0.7267, -0.6163, 0.6521, -0.9280, -0.6709, -0.3775, 0.4454, 0.2436, 0.4004, 0.3318, 0.2653, 0.2724, 0.3668, 0.3083, 0.0359, -0.7788, -0.5452, 0.4905, -0.7400, -0.2056, 0.1452, 0.0476, 0.3229, 0.3901, 0.2711, 0.3627, -0.6672, -1.1555, 0.6080, -1.3174, 0.3420, 0.3698, 0.3048, 0.2707, 0.2693, 0.3490],
  "multiplicity": 7,
  "energy_ha": -5502.0345,
  "charge": -1,
  "relative_energy_kj_mol": 0.0,
  "gap_ev": [5.49, 5.50]
}

Record 3
{
  "formula": "C17H30FN3O6S",
  "method": "the ωB97M-V functional and the def2-TZVPD basis",
  "symbols": ["C", "C", "C", "C", "O", "N", "C", "C", "F", "C", "O", "N", "C", "C", "S", "O", "O", "O", "C", "C", "N", "O", "C", "C", "C", "C", "C", "C", "H", "H", "H", "H", "H", "H", "H", "H", "H", "H", "H", "H", "H", "H", "H", "H", "H", "H", "H", "H", "H", "H", "H", "H", "H", "H", "H", "H", "H", "H"],
  "xyz": [[1.08, 4.00, 2.71], [0.24, 3.27, 1.66], [0.75, 3.65, 0.27], [-0.22, 3.28, -0.83], [-1.17, 3.99, -1.12], [-0.01, 2.09, -1.46], [1.15, 1.23, -1.63], [0.21, 0.26, -2.40], [0.61, -0.01, -3.70], [-0.05, -1.02, -1.61], [-1.02, -1.06, -0.87], [0.89, -2.01, -1.61], [0.65, -3.10, -0.67], [-0.50, -4.01, -1.08], [-0.90, -5.12, 0.22], [-2.03, -5.91, -0.15], [0.29, -5.71, 0.71], [-1.39, -4.13, 1.38], [1.97, -2.14, -2.57], [1.53, -2.77, -3.89], [1.99, -2.19, -5.02], [0.84, -3.77, -3.89], [-0.90, 1.31, -2.30], [0.22, 1.75, 1.91], [-1.03, 1.19, 2.62], [-1.28, 1.90, 3.96], [-0.79, -0.29, 2.89], [-2.26, 1.34, 1.73], [2.13, 3.69, 2.65], [1.03, 5.08, 2.57], [0.73, 3.78, 3.72], [-0.78, 3.66, 1.74], [0.88, 4.73, 0.22], [1.74, 3.20, 0.10], [1.93, 1.66, -2.25], [1.56, 0.82, -0.71], [1.56, -3.69, -0.58], [0.44, -2.68, 0.31], [-1.41, -3.46, -1.30], [-0.25, -4.62, -1.95], [-2.35, -4.04, 1.30], [2.47, -1.19, -2.73], [2.71, -2.81, -2.13], [2.48, -1.31, -5.01], [1.73, -2.61, -5.90], [-1.80, 0.98, -1.80], [-1.13, 1.78, -3.26], [0.30, 1.21, 0.96], [1.11, 1.48, 2.49], [-1.51, 2.96, 3.82], [-2.12, 1.44, 4.48], [-0.40, 1.83, 4.61], [-0.62, -0.84, 1.96], [0.07, -0.45, 3.54], [-1.66, -0.74, 3.38], [-2.09, 0.85, 0.77], [-3.13, 0.89, 2.20], [-2.50, 2.39, 1.53]],
  "nbo_charge": [-0.5984, -0.2174, -0.4844, 0.6951, -0.6054, -0.4426, -0.2308, 0.2646, -0.3523, 0.6531, -0.6114, -0.4213, -0.2205, -0.7098, 2.3912, -0.9366, -0.9293, -0.8912, -0.3006, 0.6634, -0.8051, -0.6190, -0.2218, -0.3940, -0.0521, -0.6101, -0.5971, -0.6167, 0.1981, 0.2092, 0.2150, 0.2141, 0.2359, 0.1999, 0.2098, 0.2083, 0.2241, 0.2349, 0.2594, 0.2839, 0.5107, 0.2085, 0.2373, 0.4007, 0.4111, 0.2383, 0.2164, 0.2016, 0.2023, 0.2062, 0.2114, 0.2043, 0.2121, 0.2030, 0.2068, 0.2179, 0.2085, 0.2108],
  "multiplicity": 1,
  "energy_ha": -1779.5780,
  "smiles": "C[C@@H](CC(=O)N1CC(F)(C(=O)N(CCS(=O)(=O)O)CC(N)=O)C1)CC(C)(C)C",
  "relative_energy_kj_mol": 32.9,
  "gap_ev": 9.89
}

Record 4
{
  "formula": "C2H7NO",
  "method": "the ωB97M-V functional and the def2-TZVPD basis",
  "symbols": ["C", "C", "H", "H", "H", "H", "H", "H", "H", "N", "O"],
  "xyz": [[-1.38, 0.29, -0.10], [-0.22, -0.71, 0.12], [-1.78, 0.48, -1.05], [-2.32, -0.09, 0.45], [-1.31, 1.41, 0.10], [-0.07, -0.63, 1.19], [-0.43, -1.46, -0.28], [2.72, -0.24, 0.20], [2.03, 1.04, -0.11], [1.89, 0.25, 0.13], [0.86, -0.33, -0.65]],
  "nbo_charge": [-0.6554, -0.0307, 0.2096, 0.1973, 0.2136, 0.1889, 0.1498, 0.3321, 0.3071, -0.5136, -0.3985],
  "multiplicity": 1,
  "energy_ha": -210.2073,
  "smiles": "CCON",
  "relative_energy_kj_mol": 502.6,
  "gap_ev": 10.73
}